Density functional theory data (ωB97M-V/def2-TZVPD) for C36H35N2O7STeW as an isolated structure.

Structure (XYZ):
```
83
Properties=species:S:1:pos:R:3:mulliken_charge:R:1
W 0.83 1.01 -0.03 1.501
O 3.31 -1.54 -1.21 -0.629
C 3.31 -0.36 -0.99 -0.534
O 2.26 0.40 -1.22 -0.313
C 4.48 0.38 -0.33 0.228
C 4.30 1.91 -0.42 -0.263
C 5.61 2.61 -0.04 -1.058
C 5.65 2.35 1.48 -0.947
C 4.31 1.62 1.70 -0.184
O 3.45 2.18 0.70 -0.357
C 4.41 0.16 1.21 0.044
C 3.09 -0.51 1.63 -0.515
O 3.03 -1.50 2.30 -0.606
O 2.01 0.15 1.22 -0.026
H 5.42 0.02 -0.75 0.749
H 3.84 2.28 -1.34 0.707
H 5.54 3.67 -0.24 0.354
H 6.46 2.20 -0.57 0.427
H 5.67 3.28 2.04 0.348
H 6.49 1.73 1.80 0.356
H 3.87 1.74 2.69 0.685
H 5.25 -0.40 1.62 0.614
O 0.37 1.69 -1.91 -0.207
N 0.09 2.94 -2.35 0.235
C -0.57 3.10 -3.51 -0.174
C -0.81 4.35 -4.00 -1.006
C -0.35 5.47 -3.29 -0.286
C 0.32 5.28 -2.11 -0.923
C 0.54 3.99 -1.61 0.910
S 1.38 3.64 -0.17 -0.299
H -0.86 2.19 -4.01 0.332
H -1.34 4.46 -4.93 0.473
H -0.51 6.46 -3.68 0.427
H 0.71 6.10 -1.53 0.499
C -1.58 -7.72 1.33 -1.562
C -1.36 -6.26 1.09 0.744
C -0.08 -5.71 1.11 -1.192
C 0.12 -4.35 0.96 1.040
C 1.53 -3.82 1.04 -1.353
C -0.97 -3.49 0.79 -0.217
Te -0.66 -1.28 1.03 1.013
N -0.37 1.31 1.43 -0.476
C -1.40 2.02 1.03 0.296
O -1.36 2.43 -0.20 -0.461
C -2.57 2.30 1.87 0.648
C -3.32 3.46 1.69 -0.211
C -4.42 3.70 2.49 -0.669
C -4.80 2.77 3.45 -0.438
C -4.05 1.61 3.63 -0.797
C -2.94 1.38 2.85 -0.380
C -0.90 -0.83 -1.08 -0.387
C 0.15 -1.28 -1.92 0.322
C 0.10 -1.06 -3.28 -0.814
C -0.97 -0.37 -3.83 -0.635
C -2.01 0.04 -3.02 -0.804
C -2.01 -0.17 -1.64 1.560
C -3.21 0.25 -0.85 -2.235
C -2.26 -4.03 0.73 0.973
C -3.50 -3.22 0.51 -1.427
C -2.42 -5.40 0.87 -0.832
H -0.64 -8.23 1.50 0.354
H -2.09 -8.18 0.48 0.353
H -2.22 -7.85 2.21 0.352
H 0.77 -6.36 1.26 0.314
H 2.25 -4.64 0.99 0.425
H 1.67 -3.30 1.99 0.406
H 1.77 -3.13 0.23 0.065
H -3.01 4.17 0.93 0.454
H -5.00 4.60 2.35 0.425
H -5.67 2.95 4.06 0.406
H -4.35 0.89 4.37 0.432
H -2.35 0.48 2.98 0.464
H 0.95 -1.89 -1.51 0.435
H 0.90 -1.42 -3.91 0.545
H -1.00 -0.18 -4.89 0.464
H -2.86 0.55 -3.45 0.515
H -4.08 -0.32 -1.18 0.544
H -3.41 1.31 -1.01 0.539
H -3.07 0.09 0.22 0.075
H -3.26 -2.18 0.34 -0.143
H -4.15 -3.29 1.38 0.425
H -4.05 -3.62 -0.34 0.430
H -3.42 -5.81 0.82 0.452
```

Values from the calculation:
HOMO ... -10.75 eV
LUMO level ... -5.01 eV
Largest force on an atom ... 3.84 eV/A
Net charge ... +1
HOMO-LUMO gap ... 5.75 eV

Density functional theory data (ωB97M-V/def2-TZVPD) for C22H35InN10O5 as an isolated structure.

Structure (XYZ):
```
73
Properties=species:S:1:pos:R:3:mulliken_charge:R:1
In -0.04 0.77 0.07 1.650
N 2.67 1.62 2.03 -0.440
C 1.62 2.04 2.96 -0.225
C 0.57 2.99 2.40 0.664
O 0.37 4.08 2.93 -0.735
N -0.12 2.56 1.33 -0.105
C -1.07 3.49 0.79 -0.535
C -1.44 3.24 -0.68 0.378
O -2.12 4.07 -1.26 -0.762
O -1.03 2.15 -1.22 -0.878
H 2.22 1.35 1.16 0.008
H 3.25 2.42 1.81 0.336
H 2.09 2.54 3.82 0.448
H 1.09 1.15 3.30 -0.460
H -0.69 4.51 0.86 0.486
H -2.01 3.46 1.36 0.197
C -4.47 -2.11 -1.75 -1.126
N -3.22 -1.81 -2.41 0.021
C -3.36 -1.81 -3.86 -0.737
C -2.04 -1.23 -4.33 -0.729
N -1.57 -0.53 -3.16 0.212
C -0.27 0.07 -3.30 -0.783
C -2.20 -0.94 -2.03 0.140
N -1.85 -0.59 -0.83 0.197
C -2.59 -1.04 0.32 -0.637
C -2.25 -0.26 1.59 -1.315
N -0.88 -0.50 1.96 -0.051
C -0.49 -0.84 3.14 0.336
N -1.13 -0.78 4.37 -0.003
C -2.54 -0.83 4.67 -1.147
C -0.28 -1.32 5.42 -0.794
C 1.09 -1.35 4.77 -0.588
N 0.76 -1.32 3.37 0.162
C 1.82 -1.48 2.41 -1.072
H -5.03 -2.77 -2.41 0.390
H -5.09 -1.22 -1.58 0.356
H -4.32 -2.65 -0.82 0.374
H -4.20 -1.17 -4.16 0.364
H -3.54 -2.83 -4.21 0.388
H -2.14 -0.54 -5.17 0.384
H -1.33 -2.02 -4.62 0.335
H -0.26 0.63 -4.24 0.374
H 0.51 -0.70 -3.34 0.427
H -0.11 0.77 -2.49 -0.009
H -2.35 -2.10 0.51 0.399
H -3.67 -0.93 0.18 0.503
H -2.97 -0.58 2.35 0.498
H -2.40 0.81 1.40 -0.026
H -3.07 0.03 4.26 0.398
H -2.63 -0.79 5.76 0.402
H -3.01 -1.76 4.34 0.347
H -0.62 -2.33 5.70 0.426
H -0.34 -0.68 6.30 0.428
H 1.66 -2.25 5.00 0.375
H 1.69 -0.47 5.05 0.248
H 2.34 -2.42 2.63 0.377
H 2.54 -0.66 2.46 0.320
H 1.38 -1.54 1.42 0.391
O 1.08 -1.10 -0.53 -0.448
N 2.02 -0.98 -1.38 -0.739
N 2.44 0.19 -1.63 1.298
O 1.97 1.26 -1.06 -0.708
C 3.42 0.32 -2.63 0.225
C 3.78 1.58 -3.09 -0.326
C 4.71 1.69 -4.11 -0.673
C 5.28 0.56 -4.66 -0.420
C 4.94 -0.70 -4.17 -0.610
C 4.01 -0.83 -3.16 -0.255
H 3.32 2.45 -2.66 0.486
H 4.99 2.67 -4.47 0.382
H 5.99 0.65 -5.46 0.387
H 5.40 -1.59 -4.59 0.384
H 3.73 -1.79 -2.77 0.432
```

Values from the calculation:
HOMO ... -7.91 eV
LUMO level ... 0.25 eV
Largest force on an atom ... 1.59 eV/A
Net charge ... 0
HOMO-LUMO gap ... 8.16 eV

Density functional theory data (ωB97M-V/def2-TZVPD) for C23H21CrN3O4S2 as an isolated structure.

Structure (XYZ):
```
54
Properties=species:S:1:pos:R:3:mulliken_charge:R:1
Cr 0.79 -0.10 0.59 0.327
C -0.45 2.83 -0.68 -1.460
N -1.05 1.54 -0.28 1.481
C -1.66 0.95 -1.47 -1.245
C -2.01 -0.50 -1.25 -1.254
N -0.81 -1.32 -1.10 1.459
C -1.23 -2.63 -0.56 -1.460
C -0.10 -1.47 -2.36 -0.480
C -0.67 -2.24 -3.37 -0.401
C -0.05 -2.43 -4.59 -0.883
C 1.18 -1.83 -4.81 -0.539
C 1.75 -1.05 -3.82 -0.769
C 1.13 -0.84 -2.58 0.884
S 1.93 0.25 -1.46 -0.558
C -2.03 1.73 0.79 -0.489
C -3.02 2.70 0.64 -0.388
C -3.96 2.93 1.62 -0.888
C -3.93 2.17 2.78 -0.531
C -2.96 1.20 2.93 -0.780
C -1.99 0.94 1.95 0.883
S -0.88 -0.39 2.24 -0.557
H -1.15 3.42 -1.29 0.448
H 0.44 2.61 -1.27 0.293
H -0.17 3.39 0.20 0.418
H -0.94 1.04 -2.29 0.681
H -2.57 1.50 -1.76 0.399
H -2.63 -0.86 -2.08 0.395
H -2.60 -0.60 -0.33 0.691
H -2.10 -3.01 -1.11 0.451
H -1.50 -2.49 0.48 0.293
H -0.42 -3.34 -0.63 0.415
H -1.63 -2.72 -3.18 0.248
H -0.51 -3.05 -5.35 0.378
H 1.70 -1.96 -5.75 0.355
H 2.71 -0.57 -3.99 0.431
H -3.03 3.29 -0.27 0.250
H -4.71 3.70 1.48 0.381
H -4.65 2.34 3.57 0.354
H -2.93 0.60 3.84 0.430
O 2.68 -3.70 1.10 -0.765
C 2.24 -2.56 1.11 0.464
O 1.21 -2.10 0.51 -0.244
C 2.95 -1.49 1.90 0.093
C 4.06 -1.66 2.70 -0.724
C 4.57 -0.56 3.37 -0.262
C 3.96 0.68 3.22 -0.721
C 2.86 0.78 2.39 0.092
N 2.39 -0.29 1.77 0.444
C 2.07 2.03 2.09 0.451
O 2.37 3.08 2.63 -0.763
O 1.14 1.81 1.24 -0.247
H 4.49 -2.65 2.78 0.543
H 5.44 -0.66 4.01 0.426
H 4.31 1.58 3.72 0.548
```

Values from the calculation:
HOMO (alpha / beta) ... -4.67 / -4.84 eV
LUMO level (alpha / beta) ... 2.83 / 2.48 eV
Largest force on an atom ... 0.52 eV/A
Net charge ... -1
2S+1 ... 4
HOMO-LUMO gap (alpha / beta) ... 7.49 / 7.31 eV

Density functional theory data (ωB97M-V/def2-TZVPD) for a 10-piece molecular cluster, C22H42N5O8S overall.

Structure (XYZ):
```
78
Properties=species:S:1:pos:R:3:mulliken_charge:R:1
N 3.01 39.90 -8.89 0.824
O 3.11 39.88 -7.71 -0.763
O 2.04 39.37 -9.41 -0.546
O 3.91 40.38 -9.53 -0.568
C 4.66 42.80 -7.51 -0.303
C 4.68 43.57 -8.78 0.472
N 4.73 44.27 -9.68 -0.518
H 5.25 41.89 -7.60 -0.137
H 3.66 42.43 -7.26 0.138
H 4.95 43.42 -6.66 0.441
C 2.09 42.23 -11.91 0.052
C 1.31 43.30 -11.28 0.078
N 0.68 44.19 -10.88 -0.472
H 1.82 42.21 -12.96 0.434
H 1.76 41.31 -11.43 -0.233
H 3.16 42.46 -11.92 0.162
C -0.30 38.43 -11.69 -0.131
C -0.37 37.46 -12.77 0.281
N -0.36 36.74 -13.71 -0.531
H -0.52 39.46 -11.99 0.416
H 0.72 38.52 -11.31 -0.248
H -0.93 38.19 -10.84 0.254
C 7.05 39.80 -8.50 0.707
C 8.00 38.82 -7.92 -0.006
N 8.72 38.09 -7.39 -0.487
H 6.02 39.67 -8.17 -0.208
H 7.05 39.71 -9.59 -0.346
H 7.41 40.81 -8.31 0.335
C 4.68 37.18 -11.38 -0.334
S 4.61 37.75 -13.12 0.392
O 3.55 36.81 -13.72 -0.633
C 3.63 39.35 -12.82 0.142
H 4.90 36.12 -11.47 0.470
H 3.71 37.33 -10.90 -0.170
H 5.47 37.72 -10.85 0.134
H 2.67 39.30 -12.32 -0.308
H 3.56 39.92 -13.75 0.479
H 4.26 39.93 -12.14 -0.241
C 0.60 36.36 -9.12 0.070
C -0.60 35.57 -9.47 0.704
O -1.68 35.91 -9.05 -0.571
C -0.53 34.53 -10.58 -1.220
H 1.29 36.28 -9.96 -0.049
H 1.12 35.77 -8.36 0.584
H 0.44 37.39 -8.79 -0.530
H -0.15 34.95 -11.51 0.254
H -1.49 34.03 -10.64 0.309
H 0.20 33.78 -10.27 0.364
C 7.42 40.64 -12.65 -0.631
C 7.89 41.47 -11.48 0.668
O 9.09 41.38 -11.19 -0.607
C 6.82 42.23 -10.67 -0.751
H 6.67 41.22 -13.19 0.349
H 6.94 39.73 -12.27 -0.101
H 8.27 40.38 -13.28 0.358
H 7.24 42.80 -9.84 0.444
H 6.00 41.61 -10.32 -0.223
H 6.39 43.02 -11.29 0.559
C -0.14 38.77 -4.22 -1.152
C -0.79 38.22 -5.47 0.736
O -1.47 37.19 -5.46 -0.603
C -0.49 38.90 -6.79 -0.341
H 0.76 39.34 -4.45 0.249
H 0.27 37.99 -3.59 0.287
H -0.89 39.38 -3.71 0.399
H -1.05 38.43 -7.59 0.149
H 0.55 38.72 -7.05 -0.126
H -0.82 39.94 -6.74 0.500
C 2.93 36.84 -4.94 -0.613
C 3.75 36.18 -6.03 0.561
O 3.66 34.96 -6.26 -0.622
C 4.67 37.03 -6.89 -0.561
H 2.43 36.08 -4.34 0.347
H 2.20 37.53 -5.38 -0.175
H 3.64 37.38 -4.32 0.385
H 4.24 37.99 -7.18 -0.164
H 4.86 36.54 -7.84 0.271
H 5.60 37.24 -6.36 0.467
```

Values from the calculation:
HOMO ... -6.88 eV
LUMO level ... 2.28 eV
Largest force on an atom ... 5.39 eV/A
Net charge ... -1
HOMO-LUMO gap ... 9.16 eV

Density functional theory data (ωB97M-V/def2-TZVPD) for C20H29NNiO2PS2 as an isolated structure.

Structure (XYZ):
```
56
Properties=species:S:1:pos:R:3:mulliken_charge:R:1
Ni 0.01 0.82 0.52 0.092
C -1.04 0.20 -2.29 -0.574
O 0.04 -0.15 -1.42 -0.094
C 0.18 -1.55 -1.21 -0.578
C -0.64 -1.98 -0.01 -0.199
O -0.20 -1.19 1.08 -0.131
C -0.90 -1.48 2.28 -0.844
H -0.77 -0.05 -3.32 0.239
H -1.18 1.28 -2.20 0.053
H -1.96 -0.30 -2.00 0.331
H 1.24 -1.72 -1.03 0.321
H -0.13 -2.10 -2.10 0.409
H -0.46 -3.04 0.21 0.377
H -1.71 -1.83 -0.18 0.011
H -0.66 -2.49 2.62 0.308
H -1.98 -1.38 2.13 0.311
H -0.58 -0.74 3.02 0.250
S -4.26 -1.09 -0.73 -0.684
P -3.35 0.35 0.41 0.408
S 0.31 2.62 2.15 -0.444
C -4.28 0.42 2.01 0.358
C -3.84 1.32 2.99 -0.459
C -4.48 1.40 4.22 -0.607
C -5.56 0.56 4.50 -0.433
C -5.99 -0.34 3.54 -0.504
C -5.35 -0.42 2.30 -0.384
C -3.97 1.98 -0.23 0.495
C -3.24 3.13 0.06 -0.230
C -3.68 4.38 -0.38 -0.675
C -4.85 4.48 -1.13 -0.482
C -5.57 3.33 -1.43 -0.518
C -5.13 2.09 -0.99 -0.595
H -2.99 1.95 2.79 0.217
H -4.14 2.11 4.96 0.404
H -6.06 0.62 5.46 0.336
H -6.82 -1.00 3.75 0.373
H -5.67 -1.12 1.54 0.333
H -2.32 3.05 0.63 0.114
H -3.10 5.26 -0.15 0.413
H -5.19 5.45 -1.48 0.355
H -6.47 3.40 -2.03 0.375
H -5.67 1.18 -1.24 0.303
C -0.01 4.74 -0.38 -1.542
C 1.15 3.76 -0.18 1.585
C 2.28 4.44 0.59 -1.824
C 1.66 3.28 -1.54 -1.615
N 0.66 2.57 0.52 0.260
H 0.33 5.63 -0.93 0.478
H -0.40 5.05 0.59 0.421
H -0.82 4.27 -0.94 0.240
H 2.64 5.31 0.03 0.401
H 3.11 3.74 0.73 0.386
H 1.94 4.76 1.57 0.436
H 2.02 4.12 -2.14 0.412
H 0.86 2.78 -2.09 0.228
H 2.47 2.56 -1.41 0.382
```

Values from the calculation:
HOMO (alpha / beta) ... -3.74 / -3.51 eV
LUMO level (alpha / beta) ... 2.91 / 2.91 eV
Largest force on an atom ... 0.21 eV/A
Net charge ... -1
2S+1 ... 3
HOMO-LUMO gap (alpha / beta) ... 6.65 / 6.42 eV

Density functional theory data (ωB97M-V/def2-TZVPD) for a 5-piece molecular cluster, H9O4S overall.

Structure (XYZ):
```
14
Properties=species:S:1:pos:R:3:mulliken_charge:R:1
S 0.82 -0.09 -1.27 -0.861
H 0.68 1.07 -1.91 0.029
H -2.04 0.45 -0.84 0.319
H -1.73 1.34 0.41 0.425
O -2.42 0.85 -0.06 -0.687
H 3.19 -1.09 0.89 0.298
H 2.94 -0.19 -0.27 0.295
O 3.69 -0.58 0.23 -0.632
H -0.93 -1.92 -0.43 0.284
H -2.33 -1.62 0.14 0.326
O -1.86 -2.21 -0.43 -0.648
H -0.04 0.89 1.84 0.336
H 0.19 1.43 0.40 0.267
O -0.17 1.67 1.30 -0.752
```

Values from the calculation:
HOMO ... -4.21 eV
LUMO level ... 3.83 eV
Largest force on an atom ... 1.00 eV/A
Net charge ... -1
HOMO-LUMO gap ... 8.04 eV

Density functional theory data (ωB97M-V/def2-TZVPD) for an isolated ion of composition C11H16FN2 and charge +1.

Structure (XYZ):
```
30
Properties=species:S:1:pos:R:3:mulliken_charge:R:1
C -0.31 -0.45 0.47 -0.475
C 0.91 -0.12 0.23 -0.577
C -1.48 0.14 0.04 1.015
C -0.25 2.17 -0.19 0.519
C 0.50 3.16 0.11 -0.843
C 1.65 0.35 -1.02 -0.534
C 2.34 -0.41 0.09 1.324
C 2.68 -1.87 -0.15 -1.546
C 3.34 0.35 0.92 -1.374
C -2.70 -1.89 0.19 -1.019
C -3.84 0.20 -0.54 -1.058
N -1.37 1.51 -0.20 0.032
N -2.66 -0.47 -0.05 0.068
F 1.32 -0.26 -2.19 -0.386
H 0.24 3.84 0.92 0.280
H 1.44 3.39 -0.38 0.331
H 1.90 1.38 -1.20 0.557
H 2.78 -2.39 0.80 0.393
H 3.62 -1.93 -0.69 0.406
H 1.91 -2.35 -0.74 0.338
H 3.41 -0.08 1.92 0.342
H 3.06 1.40 1.02 0.337
H 4.32 0.30 0.46 0.381
H -1.89 -2.15 0.88 0.343
H -3.65 -2.17 0.63 0.398
H -2.55 -2.46 -0.73 0.336
H -3.70 0.57 -1.56 0.406
H -4.67 -0.50 -0.56 0.305
H -4.12 1.04 0.12 0.373
H -2.13 1.91 -0.75 0.328
```

Values from the calculation:
HOMO (alpha / beta) ... -11.37 / -11.37 eV
LUMO level (alpha / beta) ... -4.74 / -4.73 eV
Largest force on an atom ... 1.55 eV/A
Net charge ... +1
HOMO-LUMO gap (alpha / beta) ... 6.63 / 6.63 eV

Density functional theory data (ωB97M-V/def2-TZVPD) for C11H8N2S7Tl as an isolated structure.

Structure (XYZ):
```
29
Properties=species:S:1:pos:R:3:mulliken_charge:R:1
Tl 0.67 1.92 0.00 0.393
S -4.77 0.41 5.35 -0.359
C -3.67 0.68 4.16 0.073
S -2.26 -0.29 3.88 -0.148
C -1.56 0.65 2.56 0.146
C -2.29 1.74 2.16 0.002
S -1.92 2.89 0.95 -0.545
S -3.79 2.00 3.04 -0.142
S -0.05 0.06 1.98 -0.460
C 4.29 0.30 0.76 -1.094
C 3.51 -0.45 -0.25 0.590
N 2.30 -0.20 -0.58 -0.098
C 1.82 -1.05 -1.53 -0.105
C 2.73 -1.97 -1.97 -0.478
S 4.22 -1.79 -1.14 -0.224
C 0.44 -0.96 -1.95 0.164
C -0.18 -1.85 -2.79 -0.565
S -1.85 -1.48 -2.95 -0.201
C -1.61 -0.12 -1.86 0.654
N -0.39 0.02 -1.47 -0.057
C -2.76 0.71 -1.45 -0.979
H 3.63 1.03 1.22 0.216
H 5.14 0.80 0.30 0.326
H 4.67 -0.38 1.53 0.326
H 2.62 -2.74 -2.70 0.380
H 0.22 -2.71 -3.28 0.375
H -3.64 0.48 -2.04 0.404
H -2.52 1.77 -1.52 0.230
H -2.97 0.52 -0.40 0.178
```

Values from the calculation:
HOMO ... -3.05 eV
LUMO level ... 2.00 eV
Largest force on an atom ... 1.47 eV/A
Net charge ... -1
HOMO-LUMO gap ... 5.05 eV